[1]
C37H30N5O2SiTi | wB97M-V/def2-TZVPD

As for the energy relative to the best compared isomer or geometry (same formula, charge and spin): 24.3 kcal per mole. The molecular weight comes out at 652.633 g mol⁻¹. The calculation puts the HOMO energy at -0.117 Ha.

The geometry in ORCA input format:
```
! RIJCOSX wB97M-V def2-TZVPD def2/J DEFGRID3
* xyz -1 1
Ti 0.260 0.273 -0.671
O -1.153 -2.819 -4.718
C -1.220 -1.581 -5.236
C -1.760 -1.428 -6.513
C -1.846 -0.175 -7.091
C -1.399 0.951 -6.407
C -0.865 0.803 -5.139
C -0.763 -0.450 -4.539
C -0.201 -0.572 -3.184
O 0.255 0.514 -2.596
N -0.147 -1.733 -2.595
N 0.367 -1.569 -1.318
C 1.391 -2.372 -0.882
C 2.308 -1.700 -0.117
C 3.386 -2.308 0.618
C 4.242 -1.554 1.340
C 4.058 -0.131 1.394
C 3.004 0.406 0.733
N 2.117 -0.306 -0.020
H -0.750 -2.736 -3.812
H -2.104 -2.316 -7.028
H -2.269 -0.075 -8.083
H -1.472 1.933 -6.856
H -0.524 1.660 -4.573
H 1.538 -3.374 -1.266
H 3.478 -3.386 0.574
H 5.052 -2.013 1.893
H 4.709 0.499 1.983
H 2.800 1.472 0.780
C -2.319 5.182 3.802
C -2.166 5.191 2.425
C -1.601 4.118 1.752
C -1.169 2.982 2.443
C -1.294 3.000 3.843
C -1.868 4.071 4.503
N -0.625 1.872 1.803
N -0.250 1.979 0.420
C -1.414 1.784 -0.450
C -1.899 2.785 -1.303
C -2.910 2.468 -2.187
C -3.422 1.168 -2.236
C -2.881 0.168 -1.445
C -1.833 0.455 -0.565
H -2.767 6.022 4.318
H -2.492 6.050 1.850
H -1.496 4.167 0.686
H -0.929 2.176 4.440
H -1.948 4.034 5.583
H -1.478 3.783 -1.268
H -3.300 3.221 -2.860
H -4.200 0.931 -2.953
H -3.220 -0.855 -1.574
C 3.700 1.420 5.157
C 3.181 2.347 4.263
C 2.029 2.053 3.552
C 1.369 0.833 3.718
C 1.903 -0.083 4.625
C 3.059 0.203 5.338
Si -0.133 0.439 2.658
C -1.499 -0.331 3.685
C -1.506 -0.427 5.075
C -2.570 -1.012 5.747
C -3.651 -1.509 5.034
C -3.666 -1.420 3.648
C -2.597 -0.838 2.982
H 4.603 1.645 5.711
H 3.679 3.298 4.117
H 1.629 2.778 2.850
H 1.427 -1.049 4.762
H 3.462 -0.527 6.030
H 0.257 -0.537 1.614
H -0.675 -0.029 5.649
H -2.557 -1.075 6.828
H -4.484 -1.964 5.557
H -4.508 -1.802 3.086
H -2.614 -0.767 1.898
*
```



[2]
C37H31CdCl5N8OP2 | wB97M-V/def2-TZVPD

As for the energy relative to the best compared isomer or geometry (same formula, charge and spin): 6.5 kcal per mole. The molecular weight comes out at 955.335 g mol⁻¹. The calculation puts the HOMO energy at -0.263 Ha.

The geometry in ORCA input format:
```
! RIJCOSX wB97M-V def2-TZVPD def2/J DEFGRID3
* xyz 0 1
Cd -0.770 0.283 0.084
C 2.264 -0.665 -4.967
N 1.713 -0.004 -3.796
C 1.742 1.343 -3.558
C 1.118 1.535 -2.362
N 0.723 0.330 -1.857
C 1.084 -0.585 -2.741
P 0.776 -2.371 -2.681
C -0.935 -2.348 -2.084
N -1.370 -1.839 -0.945
C -2.723 -2.045 -0.914
C -3.102 -2.695 -2.051
N -1.966 -2.885 -2.788
C -1.902 -3.524 -4.092
C 1.712 -2.784 -1.183
N 2.125 -1.957 -0.246
C 2.869 -2.705 0.620
C 2.896 -4.005 0.204
N 2.162 -4.052 -0.948
C 1.929 -5.236 -1.754
H 2.748 0.088 -5.583
H 1.478 -1.145 -5.546
H 3.003 -1.410 -4.678
H 2.179 2.033 -4.257
H 0.922 2.455 -1.843
H -3.324 -1.698 -0.090
H -4.066 -3.016 -2.404
H -2.907 -3.833 -4.367
H -1.256 -4.400 -4.062
H -1.532 -2.828 -4.843
H 3.326 -2.273 1.495
H 3.354 -4.884 0.622
H 2.299 -6.099 -1.207
H 2.451 -5.167 -2.708
H 0.864 -5.372 -1.937
Cl -4.227 6.579 0.592
C -3.509 5.124 0.008
C -2.276 4.702 0.489
Cl -1.447 5.633 1.682
C -1.707 3.534 0.006
Cl -0.143 3.020 0.581
C -2.328 2.706 -0.958
O -1.808 1.619 -1.395
C -3.581 3.177 -1.426
Cl -4.379 2.206 -2.610
C -4.153 4.347 -0.959
Cl -5.683 4.857 -1.571
N 2.984 0.887 0.346
C 3.475 0.787 1.636
C 4.803 1.158 1.890
C 5.320 1.141 3.166
C 4.521 0.757 4.239
C 3.210 0.401 3.994
C 2.659 0.390 2.707
P 0.869 0.050 2.471
C 0.147 1.101 3.771
C -0.982 0.698 4.477
C -1.590 1.567 5.372
C -1.082 2.841 5.564
C 0.040 3.253 4.857
C 0.650 2.389 3.964
C 0.576 -1.648 3.096
C 0.880 -2.059 4.395
C 0.631 -3.359 4.804
C 0.054 -4.267 3.926
C -0.277 -3.865 2.643
C -0.018 -2.564 2.234
H 2.385 0.125 0.058
H 3.699 1.059 -0.345
H 5.425 1.466 1.057
H 6.349 1.436 3.330
H 4.908 0.758 5.248
H 2.573 0.170 4.836
H -1.410 -0.281 4.309
H -2.476 1.247 5.904
H -1.564 3.519 6.257
H 0.436 4.251 4.994
H 1.523 2.718 3.413
H 1.291 -1.359 5.108
H 0.872 -3.658 5.816
H -0.151 -5.280 4.250
H -0.749 -4.557 1.957
H -0.284 -2.268 1.228
N -3.196 -0.123 2.347
C -2.378 0.028 1.545
*
```



[3]
C37H31Cl4F5O2 | wB97M-V/def2-TZVPD

The structure (SMILES) is ClC(Cl)(Cl)Cl.Oc1ccc(O)cc1.Fc1ccccc1.Fc1ccccc1.Fc1ccccc1.Fc1ccccc1.Fc1ccccc1. As for the energy relative to the best compared isomer or geometry (same formula, charge and spin): 28.8 kcal per mole. The molecular weight comes out at 744.455 g mol⁻¹. The calculation puts the HOMO energy at -0.305 Ha.

The geometry in ORCA input format:
```
! RIJCOSX wB97M-V def2-TZVPD def2/J DEFGRID3
* xyz 0 1
Cl 19.583 -33.717 -19.276
C 21.026 -33.478 -18.325
Cl 22.380 -34.390 -19.081
Cl 21.429 -31.729 -18.261
Cl 20.862 -34.087 -16.643
O 23.947 -28.345 -13.276
C 24.169 -27.008 -13.388
C 25.347 -26.435 -12.883
C 25.593 -25.074 -13.060
C 24.640 -24.216 -13.632
O 24.940 -22.902 -13.651
C 23.485 -24.753 -14.131
C 23.228 -26.159 -13.981
H 23.026 -28.557 -13.107
H 26.137 -26.962 -12.368
H 26.494 -24.563 -12.756
H 25.838 -22.581 -13.758
H 22.770 -24.018 -14.470
H 22.366 -26.582 -14.476
F 29.489 -20.058 -17.245
C 29.528 -19.751 -18.587
C 30.604 -19.890 -19.388
C 30.608 -19.390 -20.719
C 29.397 -18.859 -21.257
C 28.265 -18.759 -20.442
C 28.326 -19.199 -19.102
H 31.502 -20.297 -18.948
H 31.512 -19.532 -21.292
H 29.305 -18.530 -22.282
H 27.381 -18.223 -20.754
H 27.548 -18.996 -18.380
F 31.953 -24.342 -8.022
C 32.225 -24.093 -9.304
C 32.341 -25.156 -10.183
C 32.377 -24.947 -11.589
C 32.279 -23.610 -12.022
C 32.227 -22.539 -11.100
C 32.226 -22.789 -9.741
H 32.193 -26.177 -9.863
H 32.508 -25.739 -12.312
H 32.251 -23.505 -13.097
H 32.165 -21.528 -11.476
H 32.002 -21.964 -9.081
F 29.120 -29.053 -23.112
C 28.469 -28.611 -21.981
C 28.314 -27.192 -21.791
C 27.656 -26.729 -20.680
C 27.172 -27.592 -19.718
C 27.260 -28.985 -19.847
C 28.015 -29.497 -20.994
H 28.759 -26.508 -22.498
H 27.594 -25.666 -20.502
H 26.642 -27.117 -18.906
H 26.954 -29.635 -19.041
H 28.239 -30.551 -21.064
F 17.115 -30.562 -14.002
C 15.987 -31.004 -13.456
C 14.844 -30.650 -14.080
C 13.636 -30.887 -13.402
C 13.632 -31.618 -12.192
C 14.829 -32.060 -11.679
C 16.005 -31.626 -12.174
H 14.847 -30.106 -15.013
H 12.725 -30.613 -13.914
H 12.685 -31.918 -11.769
H 14.886 -32.676 -10.794
H 16.874 -31.866 -11.579
F 13.022 -20.740 -14.106
C 14.237 -21.294 -13.719
C 14.427 -22.651 -13.850
C 15.571 -23.247 -13.280
C 16.592 -22.398 -12.834
C 16.446 -21.042 -12.789
C 15.238 -20.420 -13.283
H 13.589 -23.245 -14.184
H 15.640 -24.325 -13.275
H 17.528 -22.864 -12.566
H 17.183 -20.350 -12.409
H 15.084 -19.356 -13.183
*
```